(1)
{"formula": "C17H19Cl3N6S2SiTc", "method": "ωB97M-V with the def2-TZVPD basis set", "gap_ev": [7.32, 5.49], "de_lowest_kj_mol": 10.4, "spin_multiplicity": 4, "homo_ev": [-14.26, -14.09], "charge": 2, "lumo_energy_ev": [-6.940, -8.600], "elements": ["Tc", "N", "C", "S", "N", "N", "C", "C", "C", "C", "C", "C", "N", "H", "H", "H", "H", "H", "H", "H", "C", "Si", "C", "C", "C", "C", "C", "C", "N", "C", "S", "H", "H", "H", "H", "H", "H", "H", "H", "H", "H", "H", "H", "Cl", "C", "Cl", "Cl", "C", "N"], "coordinates": [[-0.210, 0.482, -0.446], [-2.947, 3.302, 1.564], [-1.995, 2.478, 1.155], [-1.887, 2.173, -0.581], [-1.192, 1.936, 2.036], [-0.285, 1.093, 1.529], [0.532, 0.511, 2.353], [1.487, -0.420, 1.785], [2.499, -1.027, 2.507], [3.393, -1.856, 1.845], [3.243, -2.068, 0.482], [2.200, -1.447, -0.178], [1.343, -0.640, 0.456], [-3.545, 3.764, 0.901], [-3.023, 3.541, 2.541], [0.481, 0.724, 3.414], [2.587, -0.845, 3.570], [4.202, -2.329, 2.385], [3.919, -2.710, -0.065], [2.026, -1.605, -1.235], [-4.663, -3.898, -3.526], [-4.511, -2.271, -2.610], [-4.956, -2.414, -0.803], [-5.578, -0.994, -3.488], [-2.734, -1.589, -2.906], [-2.329, -1.423, -4.234], [-1.174, -0.728, -4.586], [-0.429, -0.149, -3.591], [-0.760, -0.330, -2.302], [-1.852, -1.067, -1.962], [-1.898, -1.220, -0.219], [-5.697, -4.239, -3.453], [-4.019, -4.670, -3.101], [-4.422, -3.787, -4.585], [-6.019, -2.646, -0.709], [-4.778, -1.487, -0.258], [-4.400, -3.214, -0.310], [-6.632, -1.225, -3.315], [-5.407, -1.011, -4.566], [-5.390, 0.019, -3.125], [-2.945, -1.848, -5.019], [-0.873, -0.620, -5.619], [0.439, 0.464, -3.799], [4.051, 0.858, -3.272], [3.318, 2.362, -2.653], [2.712, 3.354, -3.976], [4.439, 3.246, -1.637], [2.174, 1.926, -1.855], [1.278, 1.557, -1.245]], "lowdin_charge": [1.203, 0.138, -0.777, 0.658, 0.014, -0.199, -0.006, -0.239, 0.036, 0.011, -0.002, -0.087, -0.072, 0.113, 0.135, 0.154, 0.138, 0.135, 0.129, 0.123, -0.163, 0.540, -0.196, -0.163, -0.201, -0.025, -0.017, -0.105, -0.177, -0.704, 0.681, 0.047, 0.041, 0.034, 0.048, 0.010, 0.036, 0.045, 0.037, 0.037, 0.119, 0.125, 0.107, 0.660, -1.614, 0.698, 0.708, -0.277, 0.063]}

---

(2)
{"formula": "C17H25F3N4O3", "method": "ωB97M-V with the def2-TZVPD basis set", "gap_ev": 9.32, "de_lowest_kj_mol": 61.9, "homo_ev": -8.64, "smiles": "CCCNC(=O)[C@H](c1n[nH]cc1C)N1CC[C@@H](C(F)(F)F)C[C@H]1C(=O)OC", "lumo_energy_ev": 0.680, "elements": ["C", "C", "C", "N", "C", "O", "C", "C", "N", "N", "C", "C", "C", "N", "C", "C", "C", "C", "F", "F", "F", "C", "C", "C", "O", "O", "C", "H", "H", "H", "H", "H", "H", "H", "H", "H", "H", "H", "H", "H", "H", "H", "H", "H", "H", "H", "H", "H", "H", "H", "H", "H"], "coordinates": [[2.352, -3.287, -1.186], [3.291, -2.132, -1.503], [2.617, -1.027, -2.305], [1.528, -0.406, -1.585], [0.220, -0.639, -1.850], [-0.158, -1.371, -2.744], [-0.836, 0.045, -0.958], [-1.553, 1.082, -1.762], [-0.899, 1.869, -2.601], [-1.838, 2.650, -3.134], [-3.077, 2.378, -2.663], [-2.940, 1.353, -1.760], [-4.001, 0.693, -0.946], [-0.434, 0.556, 0.353], [0.237, 1.857, 0.268], [0.897, 2.300, 1.553], [1.781, 1.177, 2.061], [2.638, 1.606, 3.220], [1.904, 2.031, 4.264], [3.417, 0.603, 3.666], [3.459, 2.618, 2.879], [0.867, 0.030, 2.450], [0.044, -0.482, 1.270], [-1.059, -1.326, 1.919], [-0.865, -1.952, 2.926], [-2.236, -1.304, 1.302], [-3.249, -2.105, 1.908], [2.873, -4.075, -0.642], [1.509, -2.960, -0.574], [1.940, -3.716, -2.100], [3.697, -1.715, -0.574], [4.148, -2.500, -2.074], [3.342, -0.258, -2.581], [2.207, -1.432, -3.228], [1.741, 0.236, -0.844], [-1.548, -0.759, -0.791], [-1.593, 3.338, -3.821], [-3.943, 2.919, -3.005], [-4.920, 1.278, -0.944], [-4.232, -0.307, -1.321], [-3.674, 0.584, 0.089], [0.999, 1.875, -0.527], [-0.505, 2.595, -0.034], [1.471, 3.208, 1.349], [0.158, 2.568, 2.311], [2.472, 0.865, 1.269], [1.423, -0.807, 2.870], [0.202, 0.372, 3.245], [0.664, -1.218, 0.730], [-4.137, -1.992, 1.295], [-2.949, -3.152, 1.939], [-3.452, -1.766, 2.923]], "lowdin_charge": [-0.101, -0.241, -0.187, 0.082, -0.449, 0.072, -0.161, -0.234, 0.112, -0.017, -0.047, -0.210, -0.037, -0.032, -0.165, -0.117, -0.213, -0.602, 0.148, 0.142, 0.138, -0.078, -0.174, -0.450, 0.124, -0.042, -0.030, 0.071, 0.056, 0.080, 0.102, 0.106, 0.119, 0.122, 0.101, 0.142, 0.148, 0.120, 0.077, 0.086, 0.069, 0.114, 0.124, 0.130, 0.134, 0.161, 0.135, 0.139, 0.145, 0.091, 0.100, 0.099]}

---

(3)
{"formula": "C44H62ClN3O3PtSe", "method": "ωB97M-V with the def2-TZVPD basis set", "gap_ev": [7.42, 6.65], "spin_multiplicity": 3, "homo_ev": [-7.09, -7.53], "lumo_energy_ev": [0.334, -0.883], "elements": ["Pt", "C", "C", "C", "C", "C", "C", "C", "Se", "C", "C", "C", "C", "C", "C", "O", "C", "C", "C", "C", "C", "C", "C", "C", "C", "O", "C", "C", "C", "C", "C", "C", "H", "H", "H", "H", "H", "H", "H", "H", "H", "H", "H", "H", "H", "H", "H", "H", "H", "H", "H", "H", "H", "H", "H", "H", "H", "H", "H", "H", "H", "H", "H", "H", "H", "H", "H", "H", "H", "H", "H", "H", "C", "C", "C", "C", "C", "O", "C", "C", "C", "C", "C", "C", "Cl", "C", "C", "C", "N", "C", "N", "C", "N", "H", "H", "H", "H", "H", "H", "H", "H", "H", "H", "H", "H", "H", "H", "H", "H", "H", "H", "H", "H", "H", "H"], "coordinates": [[-0.002, 1.037, 1.806], [-3.708, -5.406, 3.442], [-3.279, -4.428, 4.547], [-2.107, -5.050, 5.307], [-4.441, -4.234, 5.532], [-2.900, -3.088, 3.918], [-1.632, -2.551, 3.990], [-1.345, -1.339, 3.371], [0.464, -0.674, 3.472], [1.359, -1.788, 2.172], [1.643, -3.093, 2.547], [2.280, -3.948, 1.669], [2.642, -3.407, 0.436], [2.397, -2.101, 0.028], [1.700, -1.239, 0.922], [1.403, 0.017, 0.598], [2.902, -1.730, -1.388], [4.420, -1.972, -1.456], [2.197, -2.632, -2.415], [2.671, -0.281, -1.835], [2.582, -5.411, 1.990], [2.122, -5.787, 3.399], [4.092, -5.671, 1.889], [1.843, -6.312, 0.988], [-2.303, -0.578, 2.689], [-2.028, 0.606, 2.143], [-3.615, -1.127, 2.603], [-3.858, -2.347, 3.213], [-4.728, -0.374, 1.857], [-6.043, -1.156, 1.861], [-4.994, 0.978, 2.541], [-4.335, -0.154, 0.385], [-3.963, -6.380, 3.871], [-2.898, -5.548, 2.722], [-4.581, -5.037, 2.900], [-2.422, -5.998, 5.750], [-1.764, -4.399, 6.117], [-1.263, -5.256, 4.643], [-4.699, -5.187, 6.004], [-5.334, -3.855, 5.031], [-4.165, -3.524, 6.315], [-0.842, -3.063, 4.526], [1.355, -3.426, 3.536], [3.152, -4.060, -0.265], [4.685, -3.010, -1.249], [4.939, -1.341, -0.730], [4.791, -1.725, -2.455], [2.406, -3.689, -2.238], [2.532, -2.386, -3.428], [1.115, -2.490, -2.364], [3.086, 0.438, -1.128], [1.607, -0.080, -1.954], [3.159, -0.140, -2.806], [2.626, -5.185, 4.160], [2.356, -6.836, 3.592], [1.042, -5.659, 3.511], [4.639, -5.022, 2.578], [4.466, -5.484, 0.880], [4.316, -6.711, 2.143], [0.766, -6.133, 1.034], [2.028, -7.367, 1.214], [2.173, -6.124, -0.037], [-4.857, -2.758, 3.141], [-6.427, -1.304, 2.874], [-5.935, -2.132, 1.379], [-6.793, -0.590, 1.302], [-5.312, 0.823, 3.576], [-5.791, 1.514, 2.015], [-4.099, 1.599, 2.543], [-4.155, -1.116, -0.105], [-3.436, 0.452, 0.301], [-5.150, 0.351, -0.144], [0.648, 3.166, -6.188], [0.276, 4.403, -5.359], [1.026, 5.614, -5.936], [-1.229, 4.684, -5.535], [0.622, 4.215, -3.827], [0.158, 5.327, -3.083], [2.138, 4.009, -3.631], [2.722, 4.134, -2.215], [2.626, 5.518, -1.615], [3.213, 6.609, -2.253], [3.122, 7.889, -1.723], [2.440, 8.081, -0.533], [2.317, 9.679, 0.137], [1.859, 7.012, 0.128], [1.955, 5.740, -0.418], [-0.190, 3.006, -3.306], [-0.446, 2.956, -1.872], [0.187, 2.248, -0.943], [-0.388, 2.462, 0.226], [-1.419, 3.310, -0.058], [-1.479, 3.641, -1.322], [0.392, 3.346, -7.235], [0.098, 2.276, -5.870], [1.718, 2.947, -6.145], [0.658, 5.809, -6.945], [2.101, 5.451, -6.017], [0.848, 6.522, -5.350], [-1.407, 5.096, -6.530], [-1.582, 5.404, -4.796], [-1.837, 3.781, -5.458], [0.770, 6.063, -3.193], [2.658, 4.745, -4.243], [2.408, 3.029, -4.031], [3.780, 3.870, -2.293], [2.281, 3.412, -1.530], [3.758, 6.464, -3.181], [3.582, 8.732, -2.225], [1.326, 7.175, 1.057], [1.485, 4.910, 0.099], [0.321, 2.084, -3.574], [-1.170, 3.010, -3.766], [1.016, 1.576, -1.111], [-2.111, 3.677, 0.683]], "lowdin_charge": [1.011, -0.045, -0.558, -0.066, -0.048, -0.173, -0.069, -0.391, 1.100, -0.390, -0.068, -0.171, 0.005, -0.074, -0.350, -0.307, -0.523, -0.048, -0.046, -0.077, -0.557, -0.065, -0.047, -0.044, -0.370, -0.304, -0.080, 0.023, -0.533, -0.076, -0.041, -0.042, 0.084, 0.088, 0.078, 0.086, 0.090, 0.071, 0.084, 0.077, 0.091, 0.089, 0.088, 0.100, 0.074, 0.094, 0.083, 0.076, 0.085, 0.093, 0.085, 0.064, 0.084, 0.090, 0.086, 0.073, 0.091, 0.076, 0.084, 0.090, 0.085, 0.077, 0.093, 0.086, 0.086, 0.084, 0.090, 0.084, 0.069, 0.090, 0.064, 0.083, -0.041, -0.515, -0.045, -0.044, -0.426, 0.006, -0.102, -0.114, -0.235, -0.044, -0.101, -0.673, 0.662, -0.090, -0.024, -0.029, -0.077, -0.145, -0.069, -0.171, 0.146, 0.092, 0.084, 0.083, 0.087, 0.078, 0.092, 0.086, 0.093, 0.078, 0.092, 0.096, 0.118, 0.127, 0.089, 0.119, 0.106, 0.109, 0.111, 0.135, 0.119, 0.097, 0.122]}

---

(4)
{"formula": "C4H11N2OS", "method": "ωB97M-V with the def2-TZVPD basis set", "gap_ev": [2.14, 6.38], "de_lowest_kj_mol": 0.0, "spin_multiplicity": 2, "homo_ev": [3.94, -0.18], "charge": -2, "lumo_energy_ev": [6.082, 6.195], "elements": ["C", "C", "S", "N", "H", "H", "H", "H", "H", "H", "C", "C", "N", "O", "H", "H", "H", "H", "H"], "coordinates": [[-2.041, -0.002, 1.635], [-0.992, 1.009, 2.094], [0.627, 0.769, 1.287], [-1.652, -1.402, 1.834], [-2.228, 0.151, 0.568], [-2.993, 0.157, 2.168], [-0.875, 0.933, 3.183], [-1.361, 2.019, 1.883], [-1.705, -1.616, 2.824], [-0.660, -1.440, 1.591], [2.050, 0.891, -2.318], [1.517, -0.499, -2.567], [0.798, -1.020, -1.553], [1.733, -1.112, -3.609], [2.851, 0.840, -1.576], [1.289, 1.543, -1.890], [2.443, 1.290, -3.246], [0.695, -0.539, -0.649], [0.502, -1.973, -1.658]], "lowdin_charge": [-0.468, -0.809, -0.285, -0.077, 0.075, 0.076, 0.019, 0.019, 0.028, -0.015, -0.127, -0.685, 0.119, -0.054, 0.058, 0.052, 0.045, -0.054, 0.083]}

---

(5)
{"formula": "C2H5B", "method": "ωB97M-V with the def2-TZVPD basis set", "gap_ev": [9.56, 8.25], "de_lowest_kj_mol": 460.1, "homo_ev": [-10.01, -8.54], "lumo_energy_ev": [-0.444, -0.293], "elements": ["B", "C", "C", "H", "H", "H", "H", "H"], "coordinates": [[-0.099, 0.749, 0.410], [-0.653, -0.524, -0.200], [0.836, -0.116, -0.414], [-0.676, 2.413, 2.239], [-0.836, -1.396, 0.415], [-1.283, -0.530, -1.078], [1.119, 0.135, -1.428], [1.592, -0.730, 0.056]], "lowdin_charge": [-0.115, -0.138, -0.133, 0.070, 0.080, 0.079, 0.079, 0.078]}

---

(6)
{"formula": "C4H8O", "method": "ωB97M-V with the def2-TZVPD basis set", "gap_ev": 10.61, "de_lowest_kj_mol": 122.0, "homo_ev": -9.59, "smiles": "C/C=C/CO", "lumo_energy_ev": 1.015, "elements": ["C", "C", "O", "C", "C", "H", "H", "H", "H", "H", "H", "H", "H"], "coordinates": [[-1.965, -0.713, 0.195], [1.599, 0.822, -0.019], [2.523, -0.207, -0.383], [0.221, 0.394, -0.383], [-0.804, 0.219, 0.434], [-1.797, -1.374, -0.651], [-2.860, -0.159, -0.128], [-2.232, -1.210, 1.124], [1.957, 1.724, -0.527], [1.712, 1.059, 1.043], [2.066, -0.950, -0.781], [0.140, 0.042, -1.414], [-0.559, 0.354, 1.489]], "lowdin_charge": [-0.102, -0.264, -0.074, -0.129, -0.158, 0.069, 0.073, 0.070, 0.111, 0.112, 0.070, 0.116, 0.104]}

---

(7)
{"formula": "C6H24N2O4", "method": "ωB97M-V with the def2-TZVPD basis set", "gap_ev": 9.55, "de_lowest_kj_mol": 466.1, "homo_ev": -9.10, "smiles": "CCCN(C)CCN.O.O.O.O", "lumo_energy_ev": 0.449, "elements": ["C", "C", "C", "N", "C", "C", "C", "N", "H", "H", "H", "H", "H", "H", "H", "H", "H", "H", "H", "H", "H", "H", "H", "H", "H", "H", "O", "H", "H", "O", "H", "H", "O", "H", "H", "O"], "coordinates": [[0.276, -1.243, -1.591], [0.208, -2.691, -2.154], [-0.700, -1.100, -0.443], [-0.741, 0.271, 0.181], [-1.977, 0.398, 1.072], [-0.891, 1.352, -0.768], [-0.872, 2.780, -0.123], [0.573, 3.563, -0.109], [1.171, -0.872, -1.432], [0.001, -0.496, -2.309], [0.007, -3.372, -1.301], [1.128, -3.187, -2.618], [-0.747, -2.738, -2.757], [-1.683, -1.421, -0.788], [-0.304, -1.762, 0.341], [-1.628, 0.337, 2.059], [-2.770, 1.096, 0.676], [-2.402, -0.591, 1.047], [-0.034, 1.459, -1.487], [-1.700, 1.191, -1.470], [-1.373, 2.997, 0.809], [-1.638, 3.347, -0.644], [1.097, 3.396, 0.688], [1.043, 3.042, -0.851], [2.864, 0.836, -1.014], [3.001, -0.228, -2.144], [2.955, 0.030, -1.325], [2.948, -1.410, 2.672], [2.043, -0.813, 1.433], [2.113, -1.243, 2.311], [2.554, 1.251, 2.986], [1.378, 1.634, 1.971], [2.009, 2.062, 2.539], [-2.689, -2.265, 0.858], [-2.690, -2.648, 2.300], [-2.529, -2.962, 1.387]], "lowdin_charge": [-0.258, -0.080, -0.211, -0.169, -0.046, -0.259, -0.170, 0.038, 0.003, 0.090, 0.067, 0.089, 0.085, 0.116, 0.122, 0.072, 0.118, 0.025, 0.107, 0.113, 0.084, 0.085, -0.024, 0.027, -0.028, -0.028, 0.091, 0.005, 0.041, -0.043, 0.114, -0.025, -0.118, -0.085, 0.069, -0.017]}

---

(8)
{"formula": "C6H13N2O2", "method": "ωB97M-V with the def2-TZVPD basis set", "gap_ev": 9.53, "de_lowest_kj_mol": 673.5, "homo_ev": -14.41, "charge": 1, "smiles": "CC/C([NH3+])=C(/CC)[N+](=O)[O-]", "lumo_energy_ev": -4.881, "elements": ["C", "C", "C", "C", "C", "C", "N", "N", "O", "O", "H", "H", "H", "H", "H", "H", "H", "H", "H", "H", "H", "H", "H"], "coordinates": [[-0.879, 0.328, 0.226], [0.191, -0.587, 0.442], [-0.145, 2.741, -0.163], [0.908, -2.101, -1.347], [-0.834, 1.713, 0.757], [0.328, -2.068, 0.070], [-2.160, -0.103, -0.356], [1.497, -0.077, 0.930], [-2.336, -1.293, -0.611], [-2.986, 0.778, -0.545], [-0.882, 2.822, -1.083], [-0.242, 3.598, 0.425], [0.765, 2.415, -0.424], [1.191, -3.091, -1.440], [1.829, -1.530, -1.397], [0.203, -1.954, -2.014], [-0.426, 1.847, 1.716], [-1.843, 1.829, 0.944], [1.036, -2.658, 0.868], [-0.515, -2.692, -0.038], [1.367, 0.954, 1.250], [2.234, -0.154, 0.083], [1.700, -0.719, 1.709]], "lowdin_charge": [-0.051, -0.134, -0.025, -0.047, -0.208, -0.167, -0.311, 0.217, 0.107, 0.121, 0.147, 0.069, 0.022, 0.072, 0.080, 0.041, 0.106, 0.097, 0.175, 0.091, 0.191, 0.236, 0.171]}

---

Maximum force (Eh/bohr)
0.0608 0.0078 0.0076 0.0077 0.0274 0.0415 0.1526 0.1335